This record from the OMol25 dataset describes a molecular structure, C8H24BrFeO4 in a non-equilibrium geometry. The level of theory is the ωB97M-V functional and the def2-TZVPD basis.

Structure (XYZ):
```
38
Properties=species:S:1:pos:R:3:forces:R:3
Fe 2.1924 -0.0140 4.2649 -0.5 -0.1 -1.2
Br 1.1768 -0.2685 1.8689 0.4 0.3 1.0
C -1.4322 2.3903 -0.4817 0.4 0.2 0.4
C 0.0122 2.2357 -1.0111 -0.2 -1.5 0.1
O 0.8998 2.6663 -0.0070 0.6 0.2 -0.5
H -1.5729 1.7503 0.3899 0.0 -0.1 0.0
H -2.1453 2.0965 -1.2471 0.1 0.1 -0.1
H -1.5573 3.4225 -0.1615 -0.3 0.0 -0.2
H 0.2071 2.7098 -1.9669 0.1 0.5 0.3
H 0.2275 1.1571 -1.1192 -0.4 0.1 -0.3
H 0.9595 1.9619 0.6708 -0.1 -0.1 0.4
C -1.0057 -3.5717 -2.0721 0.8 -0.7 0.8
C -0.6023 -2.6406 -0.9445 -0.1 0.1 -0.6
O 0.7991 -2.3690 -1.0602 0.0 0.0 0.0
H -0.7122 -3.1478 -3.0289 -0.5 0.0 -0.2
H -2.0403 -3.8879 -1.9533 -0.2 0.5 -0.4
H -0.4522 -4.5099 -1.9497 0.2 0.1 -0.1
H -0.8385 -3.1198 0.0092 0.0 0.3 0.1
H -1.1478 -1.6976 -1.0718 -0.1 -0.1 0.4
H 1.0340 -1.7328 -0.3795 0.0 -0.1 0.1
C 4.7538 1.1900 0.1530 -0.7 -0.1 0.2
C 3.9120 1.0748 -1.1135 0.8 0.1 0.4
O 2.5231 1.0499 -0.8599 -0.8 0.2 -0.2
H 4.4387 0.4301 0.8736 0.3 -0.2 -0.1
H 4.5712 2.1430 0.6515 0.2 0.1 -0.2
H 5.8038 1.0682 -0.0965 0.1 0.0 0.1
H 4.1870 0.1524 -1.6470 -0.2 0.1 0.0
H 4.0889 1.9258 -1.7686 -0.1 -0.1 -0.1
H 2.2757 0.4163 -0.1574 0.4 -0.1 0.1
C -4.1502 0.1202 1.2402 -0.7 -0.3 -0.3
C -3.1078 -0.4286 2.1928 -0.2 0.8 -0.2
O -2.4417 -1.5061 1.5704 0.0 -0.3 -0.2
H -4.7054 0.9673 1.6483 0.2 0.1 0.1
H -4.9141 -0.6256 1.0053 0.1 -0.1 0.1
H -3.7232 0.4060 0.2773 0.2 0.1 0.1
H -3.5923 -0.7314 3.1241 0.1 -0.1 0.1
H -2.4240 0.4004 2.4178 0.2 -0.2 0.2
H -1.4971 -1.4833 1.7396 0.0 0.1 0.2
```
Forces are in eV/Å.

* Kohn-Sham gap (spin up / spin down): 7.339 / 4.097 eV
* multiplicity: 5
* charge: +1
* energy relative to the best compared isomer or geometry (same formula, charge and spin): 68.4 kcal per mole
* lowest unoccupied orbital energy (spin up / spin down): -5.1 / -8.0 eV

These are the Mulliken partial charges, in e, on atoms 1 to 8:
1. Fe 0.568
2. Br -0.466
3. C -0.759
4. C 0.126
5. O -0.241
6. H 0.013
7. H 0.385
8. H 0.359


This record from the OMol25 dataset describes a molecular structure, C8H24ClI2IrP2S in a non-equilibrium geometry. The level of theory is the ωB97M-V functional and the def2-TZVPD basis.

Structure (XYZ):
```
39
Properties=species:S:1:pos:R:3:forces:R:3
I -1.5107 0.1681 1.6606 -2.4 -4.0 -1.0
I -0.1410 2.3199 0.3443 1.8 0.8 -4.2
Ir 2.5544 -2.1842 -0.5081 -0.3 0.8 1.0
P 0.7320 0.9212 2.1812 -1.0 2.8 3.9
C -0.4190 2.2876 2.9811 -0.8 1.7 1.5
C 0.7111 -0.2194 3.6156 1.4 -1.2 -0.8
H 0.9379 0.4373 4.4435 0.5 -0.1 0.4
H 2.3937 2.1546 3.3119 0.1 -0.7 -0.7
H 1.4855 -0.9879 3.3466 -0.5 0.6 0.9
H 3.1033 0.8792 2.1055 -0.4 0.9 0.5
H -1.4209 1.9868 3.2374 0.2 -1.1 1.1
H -0.2355 -0.7311 3.8127 0.1 0.3 -0.3
C 2.3740 1.7146 2.2791 1.0 -1.1 0.6
H -0.0573 2.7241 3.9023 0.7 0.2 0.1
H 2.6208 2.5145 1.6023 -0.4 0.2 -0.6
H -0.9013 3.0753 2.3283 1.8 -0.2 1.2
P 0.6154 -1.8649 -1.8312 -1.6 -0.5 -1.0
C -0.7671 -1.8022 -3.1428 0.7 0.7 -0.7
C 2.1447 -1.8342 -2.7641 -0.8 -0.8 -2.6
H 1.3894 -3.7316 -0.5452 -0.5 -0.9 -0.3
H 0.8486 -4.2871 -2.2292 0.1 -0.2 0.0
H -0.3604 -3.8269 -0.9504 0.4 -0.4 0.1
C 0.6278 -3.6393 -1.3925 -0.6 0.7 0.5
H 3.0557 -1.8586 -2.0707 1.4 0.1 -1.3
H 2.1918 -2.7002 -3.5214 0.2 1.3 1.2
H -0.6885 -2.5620 -3.9538 0.3 0.4 0.7
H -0.7405 -0.8040 -3.6410 0.1 -0.6 0.3
H 2.2276 -0.8664 -3.2912 0.4 -0.5 0.3
H -1.7618 -1.8881 -2.7338 -0.2 -0.2 0.5
Cl 3.1048 -1.5723 1.5491 0.3 0.1 1.2
C -3.5609 1.3231 -0.2251 -0.7 -1.9 0.4
S -2.0995 0.6818 -1.2266 -1.7 3.1 0.3
C -1.8344 2.3358 -2.0745 2.8 -1.2 0.8
H -3.7630 0.4484 0.4635 -0.5 0.9 -1.1
H -4.4283 1.5049 -0.9079 0.8 -0.2 0.5
H -3.4102 2.1649 0.4769 0.5 -0.1 -0.9
H -1.5045 3.1589 -1.3607 -1.6 -0.9 -1.1
H -0.8679 2.0444 -2.5445 -0.8 0.7 -0.6
H -2.6460 2.5152 -2.7272 -0.7 0.4 -0.7
```
Forces are in eV/Å.

* Kohn-Sham gap (spin up / spin down): 4.380 / 3.627 eV
* multiplicity: 5
* charge: +2
* energy relative to the best compared isomer or geometry (same formula, charge and spin): 234.1 kcal per mole
* lowest unoccupied orbital energy (spin up / spin down): -9.1 / -10.3 eV

These are the Mulliken partial charges, in e, on atoms 1 to 8:
1. I -0.048
2. I 0.023
3. Ir 0.595
4. P 0.997
5. C -1.407
6. C -1.096
7. H 0.396
8. H 0.373


This record from the OMol25 dataset describes a molecular structure, C8H24ClO8Zn in a non-equilibrium geometry. The level of theory is the ωB97M-V functional and the def2-TZVPD basis.

Structure (XYZ):
```
42
Properties=species:S:1:pos:R:3:forces:R:3
Zn 2.2367 5.9967 -1.7554 -0.2 -0.9 0.3
Cl 1.3230 2.3771 -0.5558 0.2 0.9 -0.3
C 7.4269 0.1040 -1.0359 -1.1 0.4 2.2
C 8.6480 -0.7213 -1.3156 1.1 -0.3 -0.3
O 9.3040 -1.2783 -0.1582 -1.0 0.6 -0.9
O 7.2000 0.3271 0.3757 0.5 -0.1 -0.5
H 6.5378 -0.4502 -1.3368 -0.1 0.1 -0.7
H 7.4514 1.1041 -1.4687 0.1 -0.2 -0.7
H 9.3496 -0.1260 -1.8999 0.4 0.3 0.4
H 8.3175 -1.4151 -2.0885 0.2 -0.9 0.4
H 9.5450 -2.1938 -0.3177 -0.1 0.0 -0.2
H 6.3674 0.8043 0.4010 -0.1 0.1 0.3
C -4.2711 4.0653 2.0906 -1.1 -0.7 1.7
C -4.8023 5.2763 1.2862 -0.7 -1.0 -0.1
O -5.6314 4.9000 0.2303 -0.1 -1.1 -1.7
O -5.2317 2.9973 2.2531 -0.2 0.8 -1.0
H -4.1146 4.4312 3.1054 0.3 0.5 0.2
H -3.3099 3.6245 1.8264 0.1 0.3 -0.8
H -3.9103 5.7608 0.8890 0.0 0.7 0.3
H -5.5385 5.9009 1.7920 1.3 0.4 1.5
H -6.3662 5.5142 0.1635 0.1 -0.1 0.0
H -4.9839 2.3746 2.9404 0.4 0.2 0.1
C -4.8680 -1.1515 -1.2099 0.2 0.5 1.9
C -5.8996 -1.7758 -0.2676 -1.8 -1.2 -0.2
O -7.0748 -1.0080 -0.0714 -0.1 1.2 -0.7
O -4.8309 0.2432 -0.9470 -0.2 0.1 -0.6
H -5.0883 -1.3974 -2.2487 -0.3 0.5 -0.1
H -3.9295 -1.6541 -0.9760 0.3 0.1 0.0
H -5.6921 -2.0515 0.7664 1.6 0.1 -0.1
H -6.1854 -2.7035 -0.7633 0.1 -0.4 0.0
H -7.8661 -1.5463 0.0040 0.2 -0.3 -0.1
H -3.9859 0.6109 -0.6778 0.2 -0.5 -0.1
C 2.5501 -4.1848 0.4608 -0.1 0.2 3.1
C 1.4897 -3.9036 -0.5021 0.9 0.1 -2.3
O 2.0029 -2.7956 -1.3121 -1.2 -0.4 0.5
O 2.4660 -3.1869 1.5446 1.2 0.0 -0.8
H 3.5139 -4.1451 -0.0468 0.0 0.5 0.3
H 2.5362 -5.1492 0.9685 -0.5 -0.3 -0.3
H 0.5075 -3.6442 -0.1070 0.0 -0.3 0.2
H 1.4568 -4.7671 -1.1664 -0.6 0.1 -0.2
H 1.7783 -2.0467 -0.7550 0.3 0.5 -0.2
H 1.5715 -3.1165 1.8860 -0.1 -0.4 -0.2
```
Forces are in eV/Å.

* Kohn-Sham gap: 1.570 eV
* charge: +1
* energy relative to the best compared isomer or geometry (same formula, charge and spin): 104.2 kcal per mole
* lowest unoccupied orbital energy: -10.0 eV

These are the Mulliken partial charges, in e, on atoms 1 to 8:
1. Zn 0.745
2. Cl -0.100
3. C -0.241
4. C -0.331
5. O -0.490
6. O -0.472
7. H 0.239
8. H 0.265


This record from the OMol25 dataset describes a molecular structure, C8H24CuOP2 in a non-equilibrium geometry. The level of theory is the ωB97M-V functional and the def2-TZVPD basis.

Structure (XYZ):
```
36
Properties=species:S:1:pos:R:3:forces:R:3
Cu 0.0709 -0.1504 -0.0427 -0.6 0.2 -1.3
H -0.8469 -0.6713 1.2280 -1.5 1.7 0.4
H -0.8726 0.2814 1.2527 -0.4 -2.4 0.5
P -0.1442 -2.4594 -0.3412 -0.2 -1.2 -0.9
P -0.1455 2.1813 -0.3380 -0.2 0.4 -0.1
C 1.3631 3.1561 0.0622 0.1 -0.1 -0.1
H 1.2400 4.2171 -0.2036 0.0 -0.3 0.0
H 1.5881 3.0765 1.1306 -0.1 0.1 -0.3
H 2.2111 2.7380 -0.4972 -0.2 0.1 0.1
C -0.4470 2.5950 -2.0908 0.0 0.4 -0.2
H -1.3908 2.1279 -2.4073 0.3 0.2 0.1
H -0.4995 3.6834 -2.2438 0.0 -0.3 -0.1
H 0.3641 2.1729 -2.6986 -0.2 0.1 0.2
C -1.4673 3.1285 0.5311 -0.1 0.0 -0.1
H -1.3168 3.0753 1.6149 0.0 0.1 -0.4
H -1.4754 4.1847 0.2214 0.0 -0.3 0.0
H -2.4418 2.6759 0.2951 0.2 0.2 0.1
C -0.2695 -2.8748 -2.1303 0.0 -0.2 0.1
H -0.3446 -3.9605 -2.2896 0.0 0.3 0.0
H -1.1569 -2.3739 -2.5436 0.3 -0.2 0.1
H 0.6162 -2.4826 -2.6475 -0.2 -0.1 0.2
C 1.2889 -3.4811 0.2001 0.0 0.0 0.0
H 1.3981 -3.4044 1.2911 0.0 0.0 -0.3
H 1.1685 -4.5403 -0.0793 0.0 0.4 0.1
H 2.2043 -3.0853 -0.2617 -0.2 -0.1 0.1
C -1.5713 -3.3783 0.3691 0.0 -0.1 0.0
H -2.5036 -2.8991 0.0352 0.3 -0.1 0.1
H -1.5751 -4.4355 0.0585 0.0 0.3 0.1
H -1.5304 -3.3262 1.4663 0.0 0.0 -0.3
C 1.6428 -0.1475 0.9350 6.7 0.0 3.4
O 2.7242 -0.1519 1.4654 -4.9 0.1 -2.3
H 0.6860 -0.1274 -1.3961 0.3 0.0 -1.2
C 0.3323 1.0931 2.2021 1.2 0.9 1.0
H -0.5023 1.6352 2.5985 -0.8 0.6 0.0
H 1.2240 1.6571 2.3875 0.5 0.7 0.4
H 0.3789 0.2707 2.8666 0.2 -1.3 0.7
```
Forces are in eV/Å.

* Kohn-Sham gap (spin up / spin down): 6.946 / 6.162 eV
* multiplicity: 2
* charge: 0
* lowest unoccupied orbital energy (spin up / spin down): 0.7 / 0.1 eV

These are the Mulliken partial charges, in e, on atoms 1 to 8:
1. Cu -0.714
2. H -0.306
3. H 0.462
4. P 1.059
5. P 1.348
6. C -1.311
7. H 0.435
8. H 0.371


This record from the OMol25 dataset describes a molecular structure, C8H24InMgNNaO8PS in a non-equilibrium geometry. The level of theory is the ωB97M-V functional and the def2-TZVPD basis.

Structure (XYZ):
```
46
Properties=species:S:1:pos:R:3:forces:R:3
C 2.7135 1.5587 0.5048 0.5 -0.6 -0.1
P 1.6682 0.2478 -0.3645 0.0 -0.5 1.2
C 2.8213 -1.1195 -0.9360 0.7 1.0 0.5
In 0.3033 1.1698 -2.3636 -0.5 0.4 -1.1
C 1.6292 2.2742 -3.6928 -0.2 0.2 0.2
S 3.2381 1.6636 -3.6018 -0.6 0.5 0.4
O 3.2166 0.2730 -3.9012 0.1 -1.3 0.0
O 4.1755 2.5347 -4.2068 0.7 0.5 -0.4
H 2.3625 2.5579 0.2558 0.2 0.2 -0.1
H 3.7900 1.4939 0.2138 0.1 0.3 -0.2
H 2.6340 1.5038 1.5880 -0.2 0.2 0.3
H 3.0326 -1.7544 -0.0894 0.2 -1.1 0.1
H 3.7507 -0.7428 -1.3875 0.0 -0.1 -0.4
H 2.3164 -1.7985 -1.6173 0.0 0.0 -0.3
H -0.3726 -0.2530 -3.0978 0.1 -0.2 0.4
H -0.9449 2.1731 -1.6457 0.0 -0.3 0.3
H 1.2861 2.0918 -4.7095 0.0 -0.1 -0.1
H 1.6557 3.3462 -3.5254 0.0 0.1 0.1
H 3.4519 1.7567 -2.2594 0.1 0.1 0.2
Na -2.2715 0.4045 -0.7858 -0.2 0.2 -0.1
Mg 3.8416 -0.4883 1.2834 -1.2 0.4 -0.8
C -1.9451 -4.6409 4.1437 -0.1 0.0 0.0
C -2.1440 -4.9959 2.6858 0.2 0.0 0.0
O -3.4758 -5.4407 2.4202 -0.1 0.0 0.0
C -4.4069 -4.4933 2.3165 0.0 0.0 0.1
O -4.2116 -3.3000 2.3620 0.1 0.1 -0.1
O -5.5744 -5.0843 2.1491 -0.1 0.0 0.0
C -6.7121 -4.2126 2.0776 0.0 0.0 0.0
H -2.2237 -5.4815 4.7773 0.0 0.0 0.0
H -0.8978 -4.4005 4.3329 0.0 0.0 0.0
H -2.5549 -3.7839 4.4247 0.0 0.0 0.0
H -1.5160 -5.8384 2.4039 0.0 0.0 0.0
H -1.9064 -4.1548 2.0312 -0.1 0.0 0.0
H -6.5670 -3.4532 1.3138 0.0 0.0 0.0
H -6.8850 -3.7415 3.0423 0.0 0.0 0.0
H -7.5502 -4.8493 1.8186 0.0 0.0 0.0
C 0.3500 5.5629 1.9145 0.0 0.0 0.0
N -0.7243 4.8389 1.1795 -0.1 -0.1 -0.2
O -1.8258 5.3141 1.1708 -0.1 0.1 0.1
O -0.4257 3.7906 0.6095 0.3 -0.1 0.2
H -0.0837 6.4554 2.3466 0.0 0.0 0.0
H 0.7270 4.8931 2.6810 0.0 0.0 0.0
H 1.1273 5.8062 1.1968 0.0 0.0 0.0
O 5.3728 4.0279 -6.5390 0.0 -0.1 0.0
H 4.8356 4.8202 -6.6208 0.0 0.0 0.0
H 4.9192 3.4681 -5.8998 0.0 0.1 0.0
```
Forces are in eV/Å.

* Kohn-Sham gap: 3.324 eV
* charge: +2
* lowest unoccupied orbital energy: -10.7 eV

These are the Mulliken partial charges, in e, on atoms 1 to 8:
1. C -1.327
2. P 0.368
3. C -1.298
4. In 0.915
5. C -0.988
6. S 0.860
7. O -0.529
8. O -0.624


This record from the OMol25 dataset describes a molecular structure, C8H24KO8 in a non-equilibrium geometry. The level of theory is the ωB97M-V functional and the def2-TZVPD basis.

Structure (XYZ):
```
41
Properties=species:S:1:pos:R:3:forces:R:3
K -12.1407 0.7260 14.2672 0.1 0.0 0.0
C -9.2866 4.2539 14.9132 0.2 0.0 0.4
C -9.7501 3.3408 13.7882 0.5 -0.1 0.1
O -11.1662 3.3823 13.6417 0.0 -0.1 -0.1
O -7.9336 3.9291 15.2344 -0.2 -0.3 -0.2
H -9.9308 4.0329 15.7727 -0.1 0.2 -0.1
H -9.3374 5.3222 14.6906 -0.3 -0.1 -0.2
H -9.4338 2.3324 14.0806 -0.1 -0.1 -0.1
H -9.2603 3.5464 12.8357 0.1 0.2 0.1
H -11.3490 3.8066 12.7976 -0.2 0.0 0.1
H -7.7604 4.2158 16.1339 0.1 0.1 0.0
C -10.3629 -0.7854 17.1417 0.4 0.1 0.4
C -11.5665 -0.1475 17.8379 0.3 -0.8 -1.2
O -12.6661 -0.1890 16.9133 -0.2 0.2 0.1
O -9.9759 -0.0244 15.9803 -0.1 0.0 0.5
H -10.5496 -1.8167 16.8383 -0.3 0.1 -0.2
H -9.5059 -0.8513 17.8245 -0.2 0.1 0.0
H -11.3651 0.9068 18.0141 0.0 0.0 0.4
H -11.7877 -0.7084 18.7443 -0.1 0.3 0.2
H -13.2146 -0.9539 17.1096 0.0 0.0 0.0
H -9.3320 0.6033 16.3277 0.1 0.1 -0.4
C -12.2177 0.5086 10.2992 -0.4 0.1 0.7
C -13.0988 1.7047 9.9788 0.0 -0.2 -0.1
O -12.3749 2.7860 9.4352 0.1 0.1 0.0
O -11.3673 0.8898 11.4074 0.2 -0.5 -0.3
H -11.6331 0.1269 9.4630 0.1 0.3 -0.1
H -12.8432 -0.3258 10.6335 -0.1 0.0 0.0
H -13.5084 2.0703 10.9221 0.0 0.0 0.0
H -13.9578 1.4128 9.3646 0.1 0.0 -0.1
H -12.1629 2.6137 8.5119 -0.1 0.0 0.0
H -10.4593 0.8006 11.1003 0.0 0.1 0.2
C -13.9385 -4.1890 13.5263 0.2 0.4 -0.5
C -13.2309 -2.8759 13.1478 0.1 -0.9 0.2
O -13.6208 -1.7868 13.9897 0.1 0.4 0.0
O -15.2225 -4.2730 12.8943 0.5 0.2 0.7
H -13.9837 -4.2737 14.6165 -0.2 0.1 0.0
H -13.3458 -5.0417 13.1986 -0.1 0.0 -0.3
H -13.4113 -2.6710 12.0916 -0.2 0.1 0.0
H -12.1518 -2.9840 13.2714 0.0 0.1 0.2
H -14.5798 -1.7416 14.0604 0.0 -0.1 -0.1
H -15.7553 -3.5835 13.3069 -0.3 -0.3 -0.2
```
Forces are in eV/Å.

* Kohn-Sham gap: 10.398 eV
* charge: +1
* energy relative to the best compared isomer or geometry (same formula, charge and spin): 12.6 kcal per mole
* lowest unoccupied orbital energy: -2.6 eV

These are the Mulliken partial charges, in e, on atoms 1 to 8:
1. K 0.714
2. C -0.449
3. C -0.182
4. O -0.480
5. O -0.537
6. H 0.260
7. H 0.302
8. H 0.144


Table of molecular weight (g mol⁻¹), in record order: 320.0; 695.8; 349.1; 261.8; 487.4; 287.4